# C41H60ClFN3O10S4

5 unconnected molecules or ions with the total composition C41H60ClFN3O10S4 (ωB97M-V/def2-TZVPD, the Open Molecules 2025 dataset).

Summary:
**Spin multiplicity**: 1
**Charge**: +1
**HOMO level**: -10.4 eV

```
120
C41H60ClFN3O10S4 | the Open Molecules 2025 dataset | ωB97M-V/def2-TZVPD
C -3.6062 -3.8985 -3.5998
C -2.9908 -3.3307 -2.3232
N -1.8642 -4.2062 -1.8762
C -2.3477 -5.3193 -1.0357
C -1.4720 -6.5474 -1.1820
C -0.8892 -3.4253 -1.1897
S 0.6345 -3.3765 -1.7531
S -1.4951 -2.5913 0.2298
C -0.3309 -1.2355 0.5016
C 1.0613 -1.7088 0.9693
C 1.4401 -1.1783 2.3549
C 2.5413 -2.0487 2.9681
S 1.6458 -3.5385 3.7174
C 3.6558 -2.6290 2.0612
C 4.2457 -1.6352 1.0563
C 5.7670 -1.5910 0.8598
C 6.1411 -0.8089 -0.3875
O 7.2106 -0.9658 -0.8944
N 5.2112 0.0806 -0.8823
C 4.8859 0.0017 -2.2848
C 4.8889 -1.2082 -2.9695
C 4.5227 -1.2625 -4.3102
C 4.1324 -0.1034 -4.9728
C 4.1114 1.1005 -4.2786
C 4.4973 1.1706 -2.9404
C 4.5547 -3.1835 3.1254
S 5.7122 -4.4588 2.8074
N 4.3790 -2.6144 4.2611
C 5.1054 -3.0546 5.4501
C 5.1875 -1.9996 6.5269
O 5.9868 -1.1462 6.4816
Cl 4.0615 -2.1212 7.8430
C 3.3650 -1.5307 4.1741
C 4.0575 -0.1499 4.0526
C 3.9702 0.7051 5.3124
F 3.4956 0.5675 3.0144
H -2.8243 -4.3866 -4.1647
H -4.3663 -4.6291 -3.3508
H -4.0563 -3.0945 -4.1676
H -2.5612 -2.3600 -2.5501
H -3.7245 -3.1852 -1.5342
H -3.3649 -5.5475 -1.3291
H -2.3898 -5.0639 0.0260
H -0.4602 -6.3337 -0.8581
H -1.8832 -7.3327 -0.5568
H -1.4699 -6.8742 -2.2129
H -0.2380 -0.6893 -0.4243
H -0.7556 -0.5587 1.2294
H 1.7777 -1.3811 0.2299
H 1.0815 -2.7874 0.9636
H 0.5511 -1.2141 2.9682
H 1.7521 -0.1514 2.2152
H 1.5005 -4.2816 2.6153
H 3.2800 -3.4750 1.4935
H 3.9128 -0.6327 1.2970
H 3.8126 -1.8712 0.0923
H 6.2581 -1.1209 1.7105
H 6.2036 -2.5720 0.7316
H 4.3820 0.1356 -0.3113
H 5.1631 -2.1234 -2.4698
H 4.5283 -2.2169 -4.8055
H 3.8460 -0.1432 -6.0090
H 3.8007 2.0036 -4.7811
H 4.4774 2.0935 -2.3872
H 4.8998 -5.5110 2.9975
H 6.1123 -3.3708 5.2209
H 4.5745 -3.9173 5.8472
H 2.6866 -1.5072 5.0230
H 5.1048 -0.2922 3.7970
H 3.2685 1.5129 5.1573
H 3.6087 0.1252 6.1533
H 4.9461 1.0683 5.5960
O -0.5196 1.6418 0.0992
C -1.6676 1.9950 0.2436
O -2.3239 1.7998 1.4048
C -3.7055 2.2193 1.2644
C -3.7100 3.1955 0.0973
C -2.5820 2.6428 -0.7731
H -4.3132 1.3338 1.0710
H -4.0293 2.6689 2.1999
H -4.6694 3.2599 -0.4004
H -3.4452 4.1945 0.4410
H -2.9338 1.8736 -1.4640
H -2.0565 3.4198 -1.3193
O -1.8776 5.8400 -0.9601
C -2.2743 6.1504 -2.0461
O -3.4699 5.7399 -2.5180
C -3.6402 6.1604 -3.8841
C -2.6957 7.3445 -4.0551
C -1.5617 6.9796 -3.0968
H -3.3813 5.3228 -4.5346
H -4.6835 6.4198 -4.0424
H -2.3806 7.4937 -5.0855
H -3.1830 8.2592 -3.7162
H -0.8059 6.3536 -3.5732
H -1.0901 7.8463 -2.6434
O -6.5101 4.3940 0.7622
C -7.1262 3.6285 1.4408
O -6.9903 2.2819 1.3267
C -7.9278 1.6117 2.1898
C -8.2799 2.6317 3.2658
C -8.1652 3.9491 2.4987
H -8.7946 1.3198 1.5940
H -7.4580 0.7160 2.5888
H -9.2551 2.4590 3.7150
H -7.5335 2.6033 4.0607
H -9.0957 4.2157 1.9963
H -7.8331 4.7755 3.1195
O -2.8348 0.1418 -2.7967
C -1.6697 0.4120 -2.8617
O -1.1720 1.6014 -2.4443
C 0.2346 1.6829 -2.7271
C 0.6973 0.2400 -2.8578
C -0.5493 -0.4425 -3.4167
H 0.3689 2.2462 -3.6537
H 0.7242 2.2174 -1.9169
H 1.5868 0.1271 -3.4741
H 0.9201 -0.1665 -1.8690
H -0.5903 -0.4022 -4.5061
H -0.6544 -1.4712 -3.0829
```

Löwdin population analysis, charges in e, atoms 1 to 4: -0.06 -0.26 -0.23 -0.27

# C5H10O

C5H10O in the gas phase (ωB97M-V/def2-TZVPD, the Open Molecules 2025 dataset).

Summary:
**Spin multiplicity**: 1
**Charge**: 0
**HOMO level**: -9.5 eV
**ΔE to the lowest compared entry with this formula, charge and spin**: 1.066 eV
**Structure (SMILES)**: C[C@H]1C[C@]1(C)O

```
16
C5H10O | the Open Molecules 2025 dataset | ωB97M-V/def2-TZVPD
C -1.5916 1.0024 0.0928
C -0.6440 0.1509 -0.7287
C 0.7601 0.6335 -1.0125
C 0.5624 -0.5824 -0.1736
C 0.9305 -0.5731 1.2954
O 0.9224 -1.7678 -0.8383
H -1.5898 2.0391 -0.2632
H -2.6200 0.6323 0.0274
H -1.3229 1.0271 1.1553
H -1.1062 -0.3709 -1.5655
H 1.1631 0.4815 -2.0096
H 1.0878 1.5443 -0.5127
H 1.9698 -0.2574 1.4330
H 0.8328 -1.5815 1.7131
H 0.2942 0.0929 1.8867
H 0.3516 -2.4711 -0.4997
```

natural (NBO) population analysis, charges in e, atoms 1 to 4: -0.61 -0.25 -0.43 0.23

# C3H4N2O

C3H4N2O in the gas phase (ωB97M-V/def2-TZVPD, the Open Molecules 2025 dataset).

Summary:
**Spin multiplicity**: 1
**Charge**: 0
**HOMO level**: -9.8 eV
**ΔE to the lowest compared entry with this formula, charge and spin**: 3.032 eV
**Structure (SMILES)**: [H]/N=C/C=N/C=O

```
10
C3H4N2O | the Open Molecules 2025 dataset | ωB97M-V/def2-TZVPD
C 0.8785 -1.2709 0.2430
C 0.2210 -0.1990 -0.5465
C -1.2683 1.6953 -0.3793
N 0.9350 -1.1002 1.4702
N -0.5106 0.7305 -0.0618
O -2.4346 1.7316 -0.6009
H 1.2462 -2.0150 -0.3410
H 0.2688 -0.4849 -1.6589
H -0.6554 2.7639 -0.2441
H 1.3194 -1.8512 2.1194
```

natural (NBO) population analysis, charges in e, atoms 1 to 4: 0.05 0.13 0.53 -0.53

# ClH2NO2Si

3 unconnected molecules or ions with the total composition ClH2NO2Si (ωB97M-V/def2-TZVPD, the Open Molecules 2025 dataset).

Summary:
**Spin multiplicity**: 1
**Charge**: 0
**HOMO level**: -9.8 eV
**ΔE to the lowest compared entry with this formula, charge and spin**: 1.903 eV

```
7
ClH2NO2Si | the Open Molecules 2025 dataset | ωB97M-V/def2-TZVPD
N -0.7323 0.8310 0.2193
O -1.1228 1.1799 -0.8555
O 0.5238 0.3546 0.2800
Si 1.7079 -0.5080 -0.5105
Cl 3.2811 0.0974 0.5974
H -2.0279 -0.6284 0.3385
H -1.6299 -1.3264 -0.0691
```

natural (NBO) population analysis, charges in e, atoms 1 to 4: 0.40 -0.29 -0.78 1.12

# C6H2O2

C6H2O2 in the gas phase (ωB97M-V/def2-TZVPD, the Open Molecules 2025 dataset).

Summary:
**Spin multiplicity**: 1
**Charge**: 0
**HOMO level**: -10.1 eV
**ΔE to the lowest compared entry with this formula, charge and spin**: 2.877 eV
**Structure (SMILES)**: C#CC(=O)C(=O)C#C

```
10
C6H2O2 | the Open Molecules 2025 dataset | ωB97M-V/def2-TZVPD
C 0.6679 1.0617 -0.0032
C 1.9798 0.4811 -0.1049
C 2.9380 -0.5623 -0.0582
C -0.4247 -0.2480 0.0695
C -1.8079 -0.2150 -0.2258
C -2.9956 0.0318 0.0488
H 3.6858 -1.4768 0.0115
H -4.1519 0.0643 -0.1972
O 0.1682 2.2430 0.1840
O -0.0595 -1.3799 0.2756
```

natural (NBO) population analysis, charges in e, atoms 1 to 4: 0.40 -0.15 -0.07 0.43